(1)
{"formula": "FeH14O7", "method": "ωB97M-V/def2-TZVPD", "elements": ["Fe", "O", "H", "H", "O", "H", "H", "O", "H", "H", "O", "H", "H", "O", "H", "H", "O", "H", "H", "O", "H", "H"], "positions_angstrom": [[0.094, 0.051, 0.015], [-2.278, -0.614, -0.886], [-2.307, -1.158, -1.673], [-3.135, -0.736, -0.478], [1.410, -0.743, 1.344], [1.772, -0.298, 2.110], [1.693, -1.653, 1.439], [-1.084, -0.008, 1.633], [-1.041, -0.789, 2.183], [-1.466, 0.664, 2.198], [1.728, 0.296, -1.137], [1.828, -0.054, -2.022], [2.581, 0.679, -0.932], [0.044, -1.966, -0.508], [0.519, -2.336, -1.252], [-0.686, -2.569, -0.366], [-0.766, 1.420, -1.414], [-1.666, 1.737, -1.492], [-0.302, 1.835, -2.142], [0.886, 1.721, 1.056], [1.767, 2.061, 0.896], [0.407, 2.461, 1.428]], "mulliken_charge": [1.0572, -0.4634, 0.3248, 0.3049, -0.2659, 0.3579, 0.3267, -0.3359, 0.3632, 0.3015, -0.2829, 0.3162, 0.2992, -0.3864, 0.2946, 0.3446, -0.4486, 0.3147, 0.3170, -0.3643, 0.3202, 0.3044], "e_above_lowest_kj_mol": 0.0, "largest_force_ev_per_a": 1.30, "charge": 3, "lumo_ev": [-11.10, -15.85], "multiplicity": 6}

=====

(2)
{"formula": "H10IO5", "method": "ωB97M-V/def2-TZVPD", "elements": ["I", "O", "H", "H", "O", "H", "H", "O", "H", "H", "O", "H", "H", "O", "H", "H"], "positions_angstrom": [[18.608, -12.705, 12.915], [16.457, -12.669, 16.039], [16.340, -13.141, 16.854], [17.208, -13.083, 15.537], [18.618, -13.521, 9.253], [18.974, -13.328, 10.105], [18.027, -14.271, 9.446], [20.385, -11.347, 10.156], [19.970, -11.783, 10.927], [19.701, -10.994, 9.556], [15.840, -10.538, 13.138], [16.210, -10.296, 13.982], [16.096, -11.454, 13.017], [17.351, -9.742, 10.999], [17.786, -8.920, 11.029], [17.696, -10.321, 11.669]], "mulliken_charge": [-0.6111, -0.5805, 0.2613, 0.2665, -0.6087, 0.2682, 0.3055, -0.6473, 0.1013, 0.3449, -0.6286, 0.3243, 0.2393, -0.5699, 0.2654, 0.2694], "e_above_lowest_kj_mol": 65.0, "largest_force_ev_per_a": 2.02, "charge": -1, "lumo_ev": 3.15}

=====

(3)
{"formula": "H10KO5", "method": "ωB97M-V/def2-TZVPD", "elements": ["K", "O", "H", "H", "O", "H", "H", "O", "H", "H", "O", "H", "H", "O", "H", "H"], "positions_angstrom": [[0.484, -1.219, -0.700], [-1.437, -2.752, 0.693], [-1.571, -3.111, 1.545], [-2.038, -3.289, 0.214], [-1.357, 0.860, -0.187], [-1.019, 0.795, 0.705], [-2.268, 0.496, -0.171], [1.753, 1.357, -0.221], [1.279, 1.974, 0.323], [1.766, 1.691, -1.078], [1.455, -1.312, 1.872], [0.626, -0.856, 2.066], [2.081, -0.552, 1.887], [0.403, 1.799, -2.527], [-0.234, 1.428, -1.914], [0.081, 2.695, -2.514]], "mulliken_charge": [0.8760, -0.5018, 0.2832, 0.2757, -0.5836, 0.3028, 0.3152, -0.5791, 0.2990, 0.3106, -0.6384, 0.3033, 0.3448, -0.6482, 0.2988, 0.3417], "e_above_lowest_kj_mol": 77.9, "largest_force_ev_per_a": 3.41, "charge": 1, "lumo_ev": -3.67}